[1]
100
Properties=species:S:1:pos:R:3:forces:R:3 method="wB97M-V/def2-TZVPD" total_charge=-1 e_homo_ev=-5.588 homo_lumo_gap_ha=0.269 lumo_energy_ev=1.741 e_tot_ha=-3502.8460 de_lowest_kj_mol=0.0 spin_multiplicity=1
C -0.450 3.287 0.924 -0.24 -0.24 -0.01
C 0.363 2.261 0.118 -0.79 0.52 0.55
C 1.700 1.814 0.722 0.17 0.50 -1.04
F 2.090 2.562 1.803 0.07 0.04 0.41
N 1.927 0.390 0.946 -0.09 0.44 0.42
N 1.956 -0.162 -0.396 0.08 -0.46 -0.12
C 3.073 -0.401 -0.809 0.06 0.37 0.84
O 4.155 -0.599 -1.189 0.11 -0.30 -0.73
C 1.147 -0.429 1.927 -0.60 -0.04 -0.21
C 2.054 -0.773 3.129 0.65 0.00 -0.65
C 3.577 -0.713 2.953 -0.35 -0.75 1.61
C 4.155 -1.492 4.156 0.57 0.10 -0.61
O 4.072 0.603 3.000 0.38 0.23 -0.79
C -0.052 0.300 2.684 -0.31 0.47 0.65
O 0.175 1.435 3.136 0.15 -0.12 -0.27
O -1.060 -0.403 2.907 -0.15 -0.20 0.03
C 0.548 -1.612 1.184 0.23 -0.22 0.17
Cl -0.889 -1.205 0.288 -0.18 0.11 -0.47
C 0.930 -2.877 1.013 -0.06 0.26 0.08
C 0.184 -3.898 0.216 0.08 -0.46 0.53
Cl 2.425 -3.497 1.657 0.14 0.06 0.05
H 0.153 3.942 1.543 0.18 0.04 0.03
H -1.055 3.890 0.248 0.21 0.07 -0.13
H -1.157 2.767 1.560 0.11 0.09 0.25
H 0.548 2.687 -0.859 0.36 -0.02 -0.23
H -0.286 1.410 -0.073 0.16 -0.26 0.08
H 2.440 2.073 -0.037 0.20 -0.20 -0.03
H 1.867 -0.031 3.893 -0.24 0.18 -0.01
H 1.765 -1.713 3.576 -0.14 -0.22 -0.08
H 3.937 -1.247 2.080 0.01 0.51 -0.51
H 4.028 -2.564 4.018 -0.25 -0.11 0.19
H 3.726 -1.141 5.088 -0.13 -0.13 0.15
H 5.227 -1.301 4.188 0.11 0.05 0.08
H 3.569 1.126 3.638 0.00 -0.21 0.00
H -0.875 -3.871 0.449 -0.19 0.23 -0.22
H 0.541 -4.881 0.511 0.16 -0.09 -0.12
H 0.363 -3.787 -0.848 -0.14 0.12 -0.14
O -2.799 -1.287 -2.433 -0.18 0.15 -0.14
H -2.541 -1.431 -1.515 0.08 -0.05 -0.14
H -3.695 -0.926 -2.367 -0.22 -0.10 0.47
O -3.904 0.336 -4.634 -0.34 -0.15 -0.20
H -3.732 1.178 -4.171 -0.04 0.09 0.07
H -3.427 -0.319 -4.108 0.17 -0.04 -0.17
O 0.819 -1.164 5.783 0.07 0.11 0.49
H 0.999 -1.246 6.725 -0.10 -0.10 0.00
H -0.125 -0.970 5.721 0.03 0.08 -0.28
O 5.571 -1.047 -4.034 -0.22 0.11 0.03
H 4.964 -1.097 -3.283 0.12 -0.11 0.17
H 6.322 -0.553 -3.690 0.00 0.01 0.00
O -6.788 -0.019 -4.303 -0.03 -0.07 0.09
H -6.872 -0.482 -5.141 -0.01 0.01 -0.01
H -5.844 0.211 -4.255 0.11 -0.02 -0.13
O 3.245 0.648 -5.087 -0.13 0.07 0.24
H 3.578 1.555 -5.046 0.17 0.02 -0.06
H 3.966 0.105 -4.738 0.09 0.04 -0.20
O -5.639 -0.432 -1.665 -0.01 -0.11 -0.07
H -6.147 0.114 -1.052 0.14 -0.09 0.19
H -6.280 -0.722 -2.328 0.00 0.16 -0.10
O 1.329 -5.955 -1.933 -0.19 -0.13 -0.19
H 0.887 -5.526 -2.675 0.06 0.09 0.02
H 1.951 -6.563 -2.346 0.01 -0.04 0.07
O -2.974 2.603 -0.569 0.03 0.05 -1.05
H -3.749 2.664 -0.006 -0.06 -0.19 0.00
H -2.771 1.660 -0.548 -0.01 -0.02 0.38
O 3.092 1.303 5.595 -0.18 -0.09 0.36
H 3.137 1.745 6.448 0.03 0.12 -0.06
H 2.370 0.664 5.689 -0.08 0.07 -0.13
O 4.255 3.386 -4.816 0.09 0.07 -0.07
H 4.763 3.796 -5.523 -0.01 -0.02 -0.01
H 4.573 3.795 -4.005 -0.12 -0.06 0.06
O -2.936 2.586 -3.522 0.27 -0.06 -0.05
H -2.740 2.538 -2.571 -0.29 0.22 0.20
H -2.162 2.204 -3.950 0.15 0.17 0.03
O 1.169 4.738 4.067 0.24 -0.01 -0.04
H 0.442 4.287 4.508 0.02 -0.10 -0.06
H 1.561 4.039 3.523 -0.19 -0.09 -0.05
O 4.274 5.839 3.381 -0.01 -0.02 0.08
H 3.385 5.851 3.754 -0.08 -0.03 -0.02
H 4.496 4.903 3.343 -0.01 0.00 -0.04
O -0.993 -7.263 -0.385 0.03 -0.10 -0.04
H -0.440 -6.863 -1.071 0.17 -0.01 0.09
H -0.924 -6.650 0.354 -0.02 -0.01 0.01
O -3.663 0.896 1.449 -0.05 -0.27 0.35
H -3.661 1.712 1.965 0.18 0.03 -0.04
H -2.935 0.379 1.838 0.11 -0.01 0.09
O -7.069 0.310 1.220 -0.24 0.01 -0.07
H -6.957 1.152 1.670 0.11 0.00 -0.02
H -6.621 -0.329 1.782 0.19 0.03 -0.09
O -3.471 4.028 1.683 -0.40 0.27 0.19
H -3.079 4.410 0.889 0.22 -0.17 0.06
H -3.250 4.638 2.392 0.03 -0.04 0.03
O -0.105 -10.203 -0.656 0.05 0.02 0.08
H -0.171 -9.295 -0.329 -0.10 0.09 -0.09
H -1.021 -10.483 -0.733 -0.01 0.01 -0.02
O 1.410 2.258 -3.159 0.05 0.07 0.00
H 0.961 2.679 -3.898 0.05 0.02 0.00
H 2.042 1.658 -3.578 -0.10 -0.17 -0.10
O -4.550 0.883 -7.902 -0.04 -0.05 0.05
H -4.546 0.841 -6.937 0.08 -0.01 0.09
H -3.846 0.282 -8.160 0.01 0.01 0.01



[2]
30
Properties=species:S:1:pos:R:3:forces:R:3 method="wB97M-V/def2-TZVPD" e_homo_ev="-9.689 / -9.687" s_squared=0.7619 homo_lumo_gap_ha="0.345 / 0.220" lumo_energy_ev="-0.287 / -3.698" e_tot_ha=-5763.9873 de_lowest_kj_mol=30.3 spin_multiplicity=2
Cd -1.051 0.474 0.828 -0.44 -0.73 -0.02
Cl 2.282 -0.373 0.602 0.32 -0.04 -0.22
C 1.703 -0.255 2.217 -0.23 -0.05 0.36
C 0.356 -0.017 2.395 -0.12 0.23 -0.14
C -0.175 0.073 3.669 0.57 -0.20 -0.08
Cl -1.858 0.395 3.764 -0.39 0.07 0.45
C 0.634 -0.104 4.792 -0.03 0.07 -0.23
Cl -0.014 -0.056 6.376 -0.16 0.07 0.04
C 2.003 -0.319 4.603 -0.08 -0.02 -0.11
Cl 3.034 -0.473 5.960 0.05 -0.05 0.13
C 2.545 -0.410 3.319 -0.23 0.01 -0.13
Cl 4.211 -0.727 3.108 0.20 0.00 -0.10
C 0.086 5.158 -0.320 0.02 0.11 0.04
C -1.193 4.693 -0.567 0.08 -0.12 0.02
C -1.526 3.369 -0.283 -0.79 -0.37 -0.13
C -0.550 2.557 0.238 0.54 1.29 -0.27
C 0.735 2.984 0.475 0.24 -0.40 0.18
C 1.051 4.307 0.187 -0.06 -0.08 0.00
H 0.330 6.194 -0.508 0.02 0.03 -0.09
H -1.943 5.345 -0.992 -0.08 0.00 0.02
H -2.532 3.011 -0.486 0.15 0.04 0.06
H 1.500 2.327 0.865 0.00 -0.03 0.06
H 2.057 4.648 0.372 0.11 0.08 0.02
F -2.366 0.407 -1.334 -0.56 -0.33 1.15
As -3.806 -0.274 -0.442 -0.31 0.09 -0.02
F -4.815 0.907 -1.205 0.48 -0.64 0.34
F -3.475 0.947 0.878 0.54 -0.80 -0.87
F -5.055 -0.932 0.542 0.49 0.28 -0.43
F -2.582 -1.349 0.395 -0.42 1.08 -0.40
F -4.012 -1.450 -1.671 0.10 0.40 0.36



[3]
37
Properties=species:S:1:pos:R:3:forces:R:3 method="wB97M-V/def2-TZVPD" e_homo_ev="-9.645 / -9.645" s_squared=0.7831 homo_lumo_gap_ha="0.326 / 0.221" lumo_energy_ev="-0.772 / -3.631" e_tot_ha=-2310.5730 de_lowest_kj_mol=0.0 spin_multiplicity=2
Ba 0.983 -1.311 -0.724 0.23 0.04 0.04
C -1.439 -2.157 2.795 0.00 0.01 0.01
C 0.024 -1.935 2.950 0.01 -0.01 0.03
N 0.855 -1.550 1.998 -0.01 0.00 0.00
C 2.116 -1.507 2.563 0.05 0.01 -0.03
C 2.029 -1.868 3.879 -0.02 0.01 -0.06
N 0.700 -2.129 4.097 0.02 0.00 -0.01
C 2.974 -2.038 5.016 -0.05 0.01 0.03
O 4.235 -1.782 4.785 0.04 0.01 -0.03
O 2.532 -2.399 6.084 0.02 0.01 -0.01
C 3.327 -1.145 1.743 -0.07 -0.03 0.08
O 4.423 -1.091 2.311 -0.04 -0.02 0.02
O 3.105 -0.938 0.510 -0.05 0.00 0.01
H -1.770 -1.776 1.831 0.00 0.00 0.00
H -1.999 -1.650 3.581 0.00 0.00 0.00
H -1.678 -3.220 2.836 0.01 0.00 0.00
H 0.350 -2.427 4.996 0.01 0.00 0.00
H 4.380 -1.496 3.821 0.00 0.01 0.02
F -4.349 -1.124 -5.581 0.00 0.00 0.00
C -3.314 -0.761 -4.864 0.02 0.02 0.02
C -3.523 -0.064 -3.662 -0.02 -0.02 0.00
F -4.763 0.206 -3.288 0.00 0.00 0.00
C -2.452 0.297 -2.905 0.02 -0.01 0.01
F -2.615 0.928 -1.760 -0.01 0.01 -0.01
C -1.096 -0.024 -3.303 -0.10 0.00 -0.01
O -0.124 0.251 -2.582 0.02 0.08 -0.06
C -0.944 -0.721 -4.564 -0.02 0.04 -0.02
F 0.277 -1.019 -4.954 0.01 0.01 0.00
C -2.023 -1.081 -5.313 0.01 -0.02 -0.02
F -1.888 -1.743 -6.451 0.00 0.01 0.00
F -0.187 -3.761 -0.378 -0.04 -0.01 0.03
Sb -1.629 -3.602 -1.639 -0.02 -0.05 -0.07
F -2.880 -4.245 -0.419 0.02 0.02 0.00
F -1.790 -1.825 -0.896 0.03 -0.03 -0.02
F -2.897 -3.157 -2.949 0.00 0.02 0.03
F -0.259 -2.779 -2.734 -0.05 -0.07 0.04
F -1.250 -5.269 -2.369 -0.03 -0.02 -0.02